[1]
Formula: CH3O3
Source: the OMol25 dataset
Level of theory: wB97M-V/def2-TZVPD

Summary:
Charge: -1
E_tot in eV: -7229.66894

Element x y z (Å)
O: -1.777 -0.736 -1.793
H: -2.107 0.103 -1.398
O: 0.240 -0.689 1.004
C: 1.046 0.263 0.914
O: 0.936 1.277 0.186
H: 1.977 0.268 1.545
H: -0.929 -0.813 -1.349

List of natural (NBO) charges in e, atom by atom: atom 1 (O): -0.97, atom 2 (H): 0.47, atom 3 (O): -0.80, atom 4 (C): 0.61, atom 5 (O): -0.80, atom 6 (H): -0.01, atom 7 (H): 0.50

***

[2]
Formula: CH3O3
Source: the OMol25 dataset
Level of theory: wB97M-V/def2-TZVPD

Summary:
Charge: +1
E_tot in eV: -7215.33418

Element x y z (Å)
C: 2.264 -0.227 0.286
O: -0.463 -0.468 -0.180
O: 3.229 -0.029 -0.188
O: 0.012 0.886 0.051
H: 1.241 -0.489 0.693
H: -0.853 -0.563 -0.985
H: -0.378 1.157 0.934

List of natural (NBO) charges in e, atom by atom: atom 1 (C): 0.77, atom 2 (O): -0.46, atom 3 (O): -0.19, atom 4 (O): -0.46, atom 5 (H): 0.34, atom 6 (H): 0.50, atom 7 (H): 0.51

***

[3]
Formula: CH3O3S
Source: the OMol25 dataset
Level of theory: wB97M-V/def2-TZVPD

Summary:
Charge: -1
E_tot in eV: -18060.75371

Element x y z (Å)
C: 0.120 -1.777 0.487
O: 1.224 2.670 -0.811
O: -0.643 0.986 -0.856
O: -1.014 -1.231 0.281
S: 0.849 1.263 -0.534
H: -0.351 -2.914 0.691
H: -0.985 -0.396 -0.300
H: 0.800 1.400 1.041

List of natural (NBO) charges in e, atom by atom: atom 1 (C): 0.07, atom 2 (O): -1.04, atom 3 (O): -1.07, atom 4 (O): -0.69, atom 5 (S): 1.36, atom 6 (H): 0.00, atom 7 (H): 0.53, atom 8 (H): -0.14

***

[4]
Formula: CH3O4
Source: the OMol25 dataset
Level of theory: wB97M-V/def2-TZVPD

Summary:
Charge: +1
E_tot in eV: -9258.56402

Element x y z (Å)
C: -0.049 -0.200 -0.206
O: -3.930 0.187 0.024
O: 0.500 0.946 -0.321
O: -1.842 0.292 0.340
O: -2.827 -0.122 -0.293
H: 0.072 -0.588 0.812
H: -0.178 -0.629 -1.232
H: 0.524 1.431 0.538

List of natural (NBO) charges in e, atom by atom: atom 1 (C): 0.31, atom 2 (O): 0.04, atom 3 (O): -0.54, atom 4 (O): -0.19, atom 5 (O): 0.37, atom 6 (H): 0.23, atom 7 (H): 0.25, atom 8 (H): 0.53

***

[5]
Formula: CH3O4P
Source: the OMol25 dataset
Level of theory: wB97M-V/def2-TZVPD

Summary:
Charge: 0
E_tot in eV: -18560.64510

Element x y z (Å)
C: 1.182 -0.527 0.319
O: 1.866 -0.047 -0.763
O: 1.967 0.518 0.506
O: -2.347 0.706 0.288
O: -0.182 -0.417 0.339
P: -0.810 0.997 -0.280
H: 1.614 -1.379 0.843
H: -2.627 -0.148 0.292
H: -0.663 0.298 -1.543

List of natural (NBO) charges in e, atom by atom: atom 1 (C): 0.58, atom 2 (O): -0.26, atom 3 (O): -0.26, atom 4 (O): -0.97, atom 5 (O): -0.79, atom 6 (P): 1.18, atom 7 (H): 0.16, atom 8 (H): 0.49, atom 9 (H): -0.12

***

[6]
Formula: CH3O4S
Source: the OMol25 dataset
Level of theory: wB97M-V/def2-TZVPD

Summary:
Charge: -1
E_tot in eV: -20108.95858

Element x y z (Å)
C: 0.523 -0.075 -0.196
O: -1.542 1.321 0.018
O: -1.956 -1.210 0.407
O: 1.377 -0.906 -0.905
O: 0.882 1.071 0.184
S: -1.399 -0.221 -0.484
H: 0.424 -0.731 1.453
H: 2.225 -0.714 -0.671
H: -0.533 1.466 0.195

List of natural (NBO) charges in e, atom by atom: atom 1 (C): 0.41, atom 2 (O): -0.93, atom 3 (O): -0.96, atom 4 (O): -0.74, atom 5 (O): -0.79, atom 6 (S): 1.36, atom 7 (H): -0.32, atom 8 (H): 0.47, atom 9 (H): 0.49

***

[7]
Formula: CH3OPS
Source: the OMol25 dataset
Level of theory: wB97M-V/def2-TZVPD

Summary:
Charge: 0
E_tot in eV: -23254.32387

Element x y z (Å)
C: -0.724 0.381 -0.401
O: 1.573 -0.668 -0.068
P: 0.037 -1.260 0.074
S: 1.497 1.050 0.132
H: -0.794 0.634 -1.446
H: -1.435 0.842 0.262
H: -0.153 -0.980 1.447

List of natural (NBO) charges in e, atom by atom: atom 1 (C): -0.62, atom 2 (O): -0.94, atom 3 (P): 0.90, atom 4 (S): 0.32, atom 5 (H): 0.21, atom 6 (H): 0.21, atom 7 (H): -0.10

***

[8]
Formula: CH3OS
Source: the OMol25 dataset
Level of theory: wB97M-V/def2-TZVPD

Summary:
Charge: -1
E_tot in eV: -13968.28522

Element x y z (Å)
S: 1.996 -0.057 -0.766
H: 0.795 -0.403 -1.242
O: -1.569 1.025 0.321
C: -0.716 0.126 0.460
H: 0.270 0.227 1.039
H: -0.777 -0.918 0.188

List of natural (NBO) charges in e, atom by atom: atom 1 (S): -0.98, atom 2 (H): 0.07, atom 3 (O): -0.60, atom 4 (C): 0.25, atom 5 (H): 0.16, atom 6 (H): 0.10

***

[9]
Formula: CH3OS
Source: the OMol25 dataset
Level of theory: wB97M-V/def2-TZVPD

Summary:
Expectation value of S²: 0.75
Charge: 0
E_tot in eV: -13965.82582
2S+1: 2

Element x y z (Å)
S: -2.248 0.093 0.982
H: -1.095 0.354 1.658
O: 0.883 -1.018 -1.450
C: 0.831 -0.124 -0.665
H: 0.634 -0.241 0.419
H: 0.996 0.936 -0.944

List of natural (NBO) charges in e, atom by atom: atom 1 (S): -0.09, atom 2 (H): 0.09, atom 3 (O): -0.49, atom 4 (C): 0.29, atom 5 (H): 0.09, atom 6 (H): 0.10

***

[10]
Formula: CH3PS
Source: the OMol25 dataset
Level of theory: wB97M-V/def2-TZVPD

Summary:
Charge: 0
E_tot in eV: -21207.15243

Element x y z (Å)
C: -0.335 -0.374 2.914
P: 0.876 -0.484 1.950
S: -0.920 -0.175 -1.976
H: -2.118 -0.184 -2.622
H: -0.478 -0.397 -3.261
H: -1.287 -0.609 3.269

List of natural (NBO) charges in e, atom by atom: atom 1 (C): -0.75, atom 2 (P): 0.54, atom 3 (S): -0.30, atom 4 (H): 0.15, atom 5 (H): 0.15, atom 6 (H): 0.21

***

[11]
Formula: CH3PSi
Source: the OMol25 dataset
Level of theory: wB97M-V/def2-TZVPD

Summary:
Charge: 0
E_tot in eV: -18248.59864

Element x y z (Å)
C: 0.501 0.982 0.061
Si: -0.486 -0.604 0.167
P: 1.675 -0.212 -0.055
H: 0.555 1.921 0.460
H: -1.392 -1.520 0.830
H: -0.853 -0.567 -1.464

List of natural (NBO) charges in e, atom by atom: atom 1 (C): -0.92, atom 2 (Si): 0.66, atom 3 (P): 0.34, atom 4 (H): 0.21, atom 5 (H): -0.11, atom 6 (H): -0.17

***

[12]
Formula: CH4
Source: the OMol25 dataset
Level of theory: wB97M-V/def2-TZVPD

Summary:
Charge: 0
E_tot in eV: -1101.70740

Element x y z (Å)
C: 0.024 0.039 0.019
H: -1.045 0.258 0.131
H: 0.003 -1.063 -0.202
H: 0.620 0.142 0.901
H: 0.398 0.624 -0.850

List of natural (NBO) charges in e, atom by atom: atom 1 (C): -0.86, atom 2 (H): 0.21, atom 3 (H): 0.21, atom 4 (H): 0.21, atom 5 (H): 0.22

***

[13]
Formula: CH4BClS
Source: the OMol25 dataset
Level of theory: wB97M-V/def2-TZVPD

Summary:
Charge: 0
E_tot in eV: -25135.60836

Element x y z (Å)
B: 0.661 0.132 -0.222
C: -0.925 0.075 -0.567
S: 1.845 -0.136 1.132
Cl: 0.626 -0.724 2.680
H: -1.241 1.120 -0.791
H: 1.333 0.354 -1.135
H: -1.541 -0.398 0.350
H: -0.759 -0.423 -1.447

List of natural (NBO) charges in e, atom by atom: atom 1 (B): 0.31, atom 2 (C): -0.95, atom 3 (S): 0.15, atom 4 (Cl): -0.18, atom 5 (H): 0.26, atom 6 (H): -0.06, atom 7 (H): 0.25, atom 8 (H): 0.24

***

[14]
Formula: CH4BNO2
Source: the OMol25 dataset
Level of theory: wB97M-V/def2-TZVPD

Summary:
Charge: 0
E_tot in eV: -7358.62970

Element x y z (Å)
B: -0.628 -0.927 -0.079
C: 0.468 0.601 0.683
N: 0.386 0.788 -0.632
O: 1.166 1.426 -1.300
O: -0.635 0.066 -1.118
H: -1.613 -1.231 0.261
H: 0.161 -1.827 -0.258
H: -0.544 0.320 1.111
H: 1.239 0.784 1.333

List of natural (NBO) charges in e, atom by atom: atom 1 (B): 0.34, atom 2 (C): -0.34, atom 3 (N): 0.45, atom 4 (O): -0.37, atom 5 (O): -0.45, atom 6 (H): -0.08, atom 7 (H): -0.04, atom 8 (H): 0.25, atom 9 (H): 0.24

***

[15]
Formula: CH4Br2Si
Source: the OMol25 dataset
Level of theory: wB97M-V/def2-TZVPD

Summary:
Charge: 0
E_tot in eV: -149062.05532

Element x y z (Å)
C: 0.577 0.841 0.439
Si: -0.611 -0.590 -0.029
Br: 2.286 0.378 -0.479
Br: -2.496 0.228 -0.766
H: 0.731 0.812 1.550
H: 0.182 1.709 0.052
H: -0.623 -1.315 1.237
H: -0.046 -2.062 -2.004

List of natural (NBO) charges in e, atom by atom: atom 1 (C): -0.90, atom 2 (Si): 1.06, atom 3 (Br): 0.01, atom 4 (Br): -0.28, atom 5 (H): 0.25, atom 6 (H): 0.23, atom 7 (H): -0.18, atom 8 (H): -0.18

***

[16]
Formula: CH4BrClN5OP2
Source: the OMol25 dataset
Level of theory: wB97M-V/def2-TZVPD

Summary:
Charge: +1
E_tot in eV: -111731.50576

Element x y z (Å)
N: 1.771 1.252 1.598
P: 2.031 0.350 0.355
C: 0.615 0.110 -0.819
N: 0.695 0.522 -2.081
N: -0.428 0.228 -2.676
N: -1.181 -0.356 -1.810
Cl: -2.681 -0.933 -2.266
N: -0.581 -0.463 -0.603
P: -1.369 -1.320 0.892
O: -0.581 -0.568 2.032
Br: -3.332 -0.295 0.992
H: 0.823 1.599 1.622
H: 3.005 0.876 -0.504
H: 2.392 -0.968 0.688
H: -1.183 -0.046 2.584

List of natural (NBO) charges in e, atom by atom: atom 1 (N): -1.23, atom 2 (P): 1.31, atom 3 (C): 0.07, atom 4 (N): -0.20, atom 5 (N): 0.08, atom 6 (N): 0.00, atom 7 (Cl): 0.36, atom 8 (N): -0.40, atom 9 (P): 1.28, atom 10 (O): -0.98, atom 11 (Br): -0.16, atom 12 (H): 0.38, atom 13 (H): 0.00, atom 14 (H): -0.04, atom 15 (H): 0.54

***

[17]
Formula: CH4BrClOSi
Source: the OMol25 dataset
Level of theory: wB97M-V/def2-TZVPD

Summary:
Expectation value of S²: 2.01
Charge: 0
E_tot in eV: -93587.50956
2S+1: 3

Element x y z (Å)
C: -0.549 1.589 -0.011
O: -1.556 0.978 -0.067
Si: 0.175 -1.124 -0.266
Cl: 1.502 -2.665 -1.074
Br: -0.009 2.445 2.041
H: 0.410 1.393 -0.461
H: 1.273 -0.144 -0.070
H: -0.800 -1.039 -1.195
H: -0.446 -1.433 1.102

List of natural (NBO) charges in e, atom by atom: atom 1 (C): 0.16, atom 2 (O): -0.39, atom 3 (Si): 0.92, atom 4 (Cl): -0.44, atom 5 (Br): 0.03, atom 6 (H): 0.20, atom 7 (H): -0.16, atom 8 (H): -0.18, atom 9 (H): -0.14

***

[18]
Formula: CH4BrNO
Source: the OMol25 dataset
Level of theory: wB97M-V/def2-TZVPD

Summary:
Charge: 0
E_tot in eV: -74675.48335

Element x y z (Å)
C: 0.443 0.797 -0.729
N: -0.176 -1.004 0.448
O: 0.404 0.236 0.600
Br: 0.311 -1.978 1.963
H: -0.685 1.030 -0.969
H: 0.667 -0.043 -1.386
H: 1.041 1.646 -0.452
H: -2.004 -0.683 0.525

List of natural (NBO) charges in e, atom by atom: atom 1 (C): -0.28, atom 2 (N): -0.25, atom 3 (O): -0.39, atom 4 (Br): 0.19, atom 5 (H): 0.18, atom 6 (H): 0.22, atom 7 (H): 0.22, atom 8 (H): 0.11

***

[19]
Formula: CH4BrNS
Source: the OMol25 dataset
Level of theory: wB97M-V/def2-TZVPD

Summary:
Charge: 0
E_tot in eV: -83466.16777

Element x y z (Å)
C: -1.947 -0.556 -0.377
N: 1.853 0.326 0.584
S: 3.158 -0.586 -0.046
Br: -3.361 0.483 0.159
H: -2.037 -1.117 -1.429
H: -0.885 -0.202 -0.219
H: 2.020 0.850 1.381
H: 1.200 0.802 -0.052

List of natural (NBO) charges in e, atom by atom: atom 1 (C): -0.49, atom 2 (N): -0.90, atom 3 (S): 0.15, atom 4 (Br): 0.11, atom 5 (H): 0.20, atom 6 (H): 0.18, atom 7 (H): 0.37, atom 8 (H): 0.38

***

[20]
Formula: CH4Cl2N2
Source: the OMol25 dataset
Level of theory: wB97M-V/def2-TZVPD

Summary:
Charge: 0
E_tot in eV: -29122.45704

Element x y z (Å)
C: -0.326 -0.578 0.240
N: -0.719 1.496 0.056
N: 0.877 -0.632 -0.511
Cl: -2.327 1.686 -0.543
Cl: 0.844 -0.526 -2.164
H: -1.091 -0.876 -0.481
H: -0.256 -0.882 1.219
H: -0.007 1.544 -0.670
H: 1.761 -0.349 -0.133

List of natural (NBO) charges in e, atom by atom: atom 1 (C): 0.00, atom 2 (N): -0.72, atom 3 (N): -0.64, atom 4 (Cl): 0.06, atom 5 (Cl): 0.16, atom 6 (H): 0.21, atom 7 (H): 0.21, atom 8 (H): 0.33, atom 9 (H): 0.40